Entry P
C5H12N2O | wB97M-V/def2-TZVPD

Structure (XYZ):
```
20
Properties=species:S:1:pos:R:3:mulliken_charge:R:1
N 0.481 2.389 -1.966 -0.59
C 0.369 2.102 -0.545 -0.52
C 1.099 0.904 0.018 -0.52
C 0.556 -0.464 -0.391 -0.53
C -0.874 -0.724 0.267 -0.42
N -0.678 -1.640 1.395 -0.23
C -1.355 -2.906 1.500 -0.06
O -2.078 -3.326 0.574 -0.56
H -0.002 1.896 -2.690 0.26
H 1.456 2.178 -2.302 0.25
H -0.709 2.024 -0.125 0.25
H 0.658 3.151 -0.015 0.25
H 2.208 0.914 -0.157 0.38
H 1.063 1.105 1.198 0.20
H 0.483 -0.592 -1.442 0.30
H 1.386 -1.074 0.143 0.28
H -1.267 0.211 0.732 0.27
H -1.679 -1.092 -0.413 0.32
H 0.127 -1.541 1.884 0.23
H -1.242 -3.516 2.334 0.43
```

Orbital gap ... 0.3750 Ha
Molar mass ... 116.2 g/mol
Highest occupied orbital energy ... -9.34 eV
SMILES ... NCCCCNC=O



Entry Q
C5H12N2O | wB97M-V/def2-TZVPD

Structure (XYZ):
```
20
Properties=species:S:1:pos:R:3:mulliken_charge:R:1
C -0.489 1.460 2.010 -1.08
C -0.878 1.459 0.543 -0.31
N -1.303 -0.009 0.084 0.31
O -2.491 -0.451 0.757 -0.48
N -0.369 -0.953 0.155 -0.72
C 0.585 -0.876 -0.737 0.84
C 0.525 -0.117 -2.042 -1.28
C 1.790 -1.759 -0.532 -1.18
H -1.295 1.083 2.645 0.28
H 0.396 0.839 2.184 0.29
H -0.261 2.480 2.340 0.37
H -1.748 2.094 0.358 0.39
H -0.058 1.857 -0.061 0.22
H -2.250 -1.386 0.887 0.39
H -0.447 0.340 -2.230 0.34
H 1.286 0.669 -2.044 0.30
H 0.724 -0.813 -2.863 0.40
H 1.739 -2.266 0.435 0.32
H 2.696 -1.147 -0.560 0.30
H 1.848 -2.505 -1.330 0.30
```

Orbital gap ... 0.3111 Ha
Molar mass ... 116.2 g/mol
Highest occupied orbital energy ... -7.52 eV
SMILES ... CCN(O)N=C(C)C



entry P is the most stable structure shown above.